Record 1
Density functional theory data (the ωB97M-V functional and the def2-TZVPD basis) for a structure of composition C30H28N3OPPtSSbSe4.

Computed properties:
- HOMO level (alpha / beta) (eV) = -3.4 / -3.6
- F_max (eV/A) = 0.58
- HOMO-LUMO gap (alpha / beta) (eV) = 5.214 / 4.469
- relative energy (zero: lowest compared OMol25 entry of this formula, charge and spin) (kJ/mol) = 185.8
- net charge = -1
- 2S+1 = 3

CARTESIAN COORDINATES (ANGSTROEM)
Pt (-0.65727, -1.36005, 0.69441)
Sb (-5.41326, -1.67334, -2.12421)
Se (-2.99563, -1.82940, 1.10865)
Se (-4.69246, -2.34969, -4.31797)
Se (-5.94743, 0.68117, -2.10824)
Se (-2.43851, -1.68424, -1.09759)
S (-0.12596, -4.73167, 0.32007)
P (-0.89231, 1.90963, 1.15328)
O (-0.91111, 1.68681, -0.31930)
N (1.22854, -1.14942, -0.35722)
N (0.19182, -3.89108, -2.12221)
N (2.14868, -4.57488, -1.07660)
C (0.76761, 6.16016, 1.79793)
C (0.71985, -3.36387, -3.31645)
C (-0.24190, 3.58249, 1.46934)
C (0.47972, 4.19162, 0.44734)
C (-3.95829, 1.52833, 3.83179)
C (1.57589, 1.16211, 2.08946)
C (-5.05471, 1.50248, 2.97627)
C (-2.50024, 1.78168, 1.93297)
C (0.21790, 0.82809, 2.09821)
C (-3.60286, 1.75381, 1.08122)
C (1.86933, -3.84702, -3.93613)
C (-0.19905, -0.37201, 2.73769)
C (-4.88190, 1.61159, 1.60576)
C (2.38571, -1.62742, 0.10143)
C (2.10931, -0.80891, 3.36525)
C (-0.46080, 4.28037, 2.65403)
C (0.98854, 5.47223, 0.61388)
C (1.63774, -2.18222, -5.66922)
C (0.77661, -1.15369, 3.39965)
C (0.04015, 5.56227, 2.81869)
C (3.62000, -0.42195, -1.54091)
C (0.45753, -1.74408, -5.07838)
C (2.51568, 0.35511, 2.70861)
C (3.60438, -1.29804, -0.46739)
C (2.41959, 0.09234, -2.00372)
C (-0.00010, -2.32657, -3.91211)
C (1.24161, -0.29295, -1.38875)
C (2.32619, -3.24153, -5.10060)
C (0.79874, -4.39741, -1.01757)
C (-2.68140, 1.66421, 3.31216)
H (0.45317, -2.03045, 3.94603)
H (-5.71683, 1.54881, 0.91832)
H (2.00440, -1.71407, -6.57274)
H (1.14866, 7.16594, 1.92183)
H (-0.11703, -0.94466, -5.52756)
H (-4.09807, 1.42258, 4.90043)
H (3.56115, 0.63795, 2.69977)
H (2.84042, -1.43165, 3.86629)
H (0.61458, 3.65362, -0.48289)
H (1.54706, 5.93880, -0.18780)
H (2.37948, 0.77948, -2.83673)
H (-1.03435, 3.82633, 3.45252)
H (0.27596, 0.08616, -1.69562)
H (-0.78828, -3.69328, -1.95025)
H (-3.46995, 1.79588, 0.00694)
H (-0.92734, -1.99369, -3.46152)
H (2.37800, -4.71627, -3.54492)
H (-0.14345, 6.09854, 3.74103)
H (-6.05005, 1.37817, 3.38470)
H (2.68521, -3.96090, -1.66972)
H (4.51429, -1.72026, -0.06321)
H (3.21779, -3.62715, -5.57904)
H (2.30851, -2.31215, 0.93792)
H (-1.22647, -0.46627, 3.05819)
H (2.54839, -4.79072, -0.17788)
H (1.90080, 2.06298, 1.58294)
H (-1.82730, 1.66591, 3.97964)
H (4.55533, -0.14467, -2.01020)

Löwdin atomic charges, in units of e:
1. Pt 0.3157
2. Sb -0.0276
3. Se 0.1541
4. Se -0.4172
5. Se -0.3523
6. Se -0.0080
7. S 0.5888
8. P 0.7524
9. O -0.3447
10. N -0.0639
11. N 0.0479
12. N 0.0860
13. C -0.0952
14. C -0.2292
15. C -0.2639
16. C -0.0811
17. C -0.0864
18. C -0.0894
19. C -0.0788
20. C -0.2954
21. C -0.2993
22. C -0.0837
23. C -0.0461
24. C -0.2725
25. C -0.0762
26. C -0.1634
27. C -0.1130
28. C -0.0672
29. C -0.0839
30. C -0.1005
31. C -0.0932
32. C -0.0868
33. C -0.0651
34. C -0.0679
35. C -0.0974
36. C -0.0678
37. C -0.0400
38. C -0.0260
39. C -0.1266
40. C -0.0943
41. C -0.9407
42. C -0.1157
43. H 0.1083
44. H 0.0651
45. H 0.0960
46. H 0.0975
47. H 0.1121
48. H 0.0985
49. H 0.1007
50. H 0.1015
51. H 0.1044
52. H 0.0998
53. H 0.1110
54. H 0.0953
55. H 0.0870
56. H 0.0515
57. H 0.0957
58. H 0.0628
59. H 0.1027
60. H 0.0994
61. H 0.1017
62. H 0.0711
63. H 0.1049
64. H 0.0982
65. H 0.1040
66. H 0.0533
67. H 0.0801
68. H 0.1041
69. H 0.1032
70. H 0.1052

***

Record 2
Density functional theory data (the ωB97M-V functional and the def2-TZVPD basis) for a structure of composition C30H28N5ORhS2.

Computed properties:
- HOMO level (eV) = -14.4
- F_max (eV/A) = 0.50
- HOMO-LUMO gap (eV) = 7.118
- net charge = +2

CARTESIAN COORDINATES (ANGSTROEM)
Rh (0.05458, 0.07589, -0.40340)
S (-1.14541, 1.93150, -0.40655)
S (0.26449, 0.28156, -2.74085)
O (0.80392, 0.33259, 3.51354)
N (-1.42034, 1.56191, -4.33186)
N (-2.05810, 3.42647, -2.37332)
N (-0.01785, -0.32489, 1.47850)
N (1.75926, 1.09194, 0.18131)
N (-1.63605, -1.10053, -0.38858)
C (1.89652, 1.08561, 1.52378)
C (-2.06823, -0.58217, -5.36122)
C (-1.61389, -1.81208, -4.89248)
C (-3.92966, -2.59659, -0.04650)
C (-2.48371, -2.89051, -4.80023)
C (-2.67299, 4.35946, -1.39909)
C (-6.93369, 4.20588, -1.82039)
C (-6.25295, 5.37564, -2.11812)
C (-4.26459, -1.52846, -5.66764)
C (-2.35012, -1.50824, -1.45408)
C (-0.90635, 1.42838, -3.13139)
C (-4.87171, 5.42941, -1.97834)
C (-2.50283, 2.52859, -4.57160)
C (-3.81095, -2.74647, -5.17787)
C (3.89729, 2.36221, 1.37921)
C (3.75834, 2.35973, 0.00113)
C (-3.19558, -2.18185, 1.04712)
C (-3.39497, -0.45341, -5.76539)
C (-2.22033, 3.78097, -3.79041)
C (-4.17359, 4.31352, -1.53584)
C (0.84368, 0.33559, 2.30778)
C (2.94634, 1.71196, 2.15536)
C (-1.12818, 0.59909, -5.42258)
C (-3.49593, -2.25658, -1.32318)
C (-4.86196, 3.14092, -1.23024)
C (-1.41884, 2.34063, -2.03955)
C (2.67122, 1.71738, -0.56604)
C (-2.04375, -1.43303, 0.85559)
C (-6.23772, 3.08673, -1.37662)
C (-1.20098, -0.96846, 2.00771)
H (-2.53705, 2.74089, -5.63739)
H (-4.34237, 6.34926, -2.20032)
H (-1.96567, -1.23523, -2.42722)
H (-2.34348, 4.08390, -0.40016)
H (-0.92702, -1.82335, 2.63278)
H (4.48129, 2.84521, -0.63840)
H (-5.28922, -1.42414, -5.99808)
H (-1.77542, -0.29210, 2.65105)
H (-3.49767, -2.43740, 2.05376)
H (-3.45614, 2.08491, -4.27265)
H (-2.28506, 5.35437, -1.62018)
H (-0.09303, 0.28079, -5.32850)
H (-6.77392, 2.18040, -1.12889)
H (2.52478, 1.69045, -1.63680)
H (-4.48450, -3.59138, -5.12373)
H (-4.32324, 2.27374, -0.85988)
H (-2.11754, -3.84950, -4.45741)
H (-1.30794, 4.27503, -4.13279)
H (-4.02928, -2.57542, -2.20741)
H (-1.23069, 1.15520, -6.35326)
H (-0.57135, -1.93650, -4.62779)
H (-4.82649, -3.18566, 0.09063)
H (2.99868, 1.66900, 3.23467)
H (-8.00966, 4.16664, -1.92251)
H (-3.75247, 0.47863, -6.18883)
H (-6.79433, 6.24948, -2.45394)
H (4.73666, 2.86032, 1.84515)
H (-3.05226, 4.47710, -3.86525)

Löwdin atomic charges, in units of e:
1. Rh 0.7291
2. S 0.8669
3. S 0.8012
4. O 0.1352
5. N -0.0597
6. N -0.0694
7. N -0.1290
8. N -0.0584
9. N -0.0525
10. C -0.1669
11. C -0.2144
12. C -0.0682
13. C -0.0076
14. C -0.0710
15. C -0.0831
16. C -0.0546
17. C -0.0495
18. C -0.0522
19. C -0.1014
20. C -0.5919
21. C -0.0370
22. C -0.0781
23. C -0.0688
24. C 0.0034
25. C -0.0133
26. C 0.0150
27. C -0.0359
28. C -0.0625
29. C -0.2340
30. C -0.4651
31. C 0.0432
32. C -0.0850
33. C -0.0186
34. C -0.0413
35. C -0.5475
36. C -0.0998
37. C -0.2246
38. C -0.0592
39. C -0.1267
40. H 0.1448
41. H 0.1218
42. H 0.0629
43. H 0.0882
44. H 0.1520
45. H 0.1239
46. H 0.1164
47. H 0.1491
48. H 0.1364
49. H 0.1466
50. H 0.1463
51. H 0.1036
52. H 0.1121
53. H 0.0916
54. H 0.1171
55. H 0.1037
56. H 0.1194
57. H 0.1564
58. H 0.1088
59. H 0.1410
60. H 0.1049
61. H 0.1284
62. H 0.1391
63. H 0.1167
64. H 0.1143
65. H 0.1178
66. H 0.1300
67. H 0.1400